Record 1
The following is a DFT calculation (the ωB97M-V functional and the def2-TZVPD basis) of a single C30H35N3O5 molecule.

The geometry in XYZ format:
```
73
Properties=species:S:1:pos:R:3:lowdin_charge:R:1
O 3.350 -1.398 -0.128 0.0948
O -1.645 4.174 -0.697 -0.0920
O -0.442 -3.100 1.841 -0.1031
O 0.512 1.953 -0.610 0.0533
O -2.798 -0.727 0.050 0.0432
N 2.183 -2.336 1.571 0.0809
N 0.321 -0.277 -0.260 0.1705
N -2.221 1.309 -0.751 0.1064
C -1.927 3.302 3.344 -0.0909
C 1.727 1.033 1.196 -0.0539
C -0.666 5.055 -1.195 -0.0722
C 0.256 -0.604 -4.952 -0.0801
C -3.214 2.065 -0.011 -0.0952
C 0.305 -1.047 -3.490 -0.4208
C -1.725 -2.776 2.340 -0.0608
C -1.254 -4.383 -1.515 -0.0823
C 1.753 -1.155 -3.027 -0.0632
C -0.752 -0.562 -1.209 -0.1718
C 0.816 0.946 0.013 -0.3890
C 2.458 2.422 3.033 -0.0601
C 1.110 -4.392 -1.170 -0.0352
C 2.567 0.011 1.644 -0.0862
C 2.146 -3.668 1.001 -0.1015
C -0.349 -3.624 0.580 -0.2395
C 0.019 -4.636 -1.988 -0.0934
C -2.041 -0.003 -0.577 -0.4289
C -1.112 4.341 2.941 -0.0964
C 3.284 1.404 3.479 -0.0678
C -2.524 2.884 1.048 -0.1302
C -1.443 -3.875 -0.240 -0.0298
C 0.946 -3.900 0.114 -0.1387
C -0.493 -0.057 -2.632 -0.1185
C -0.987 4.661 1.598 -0.0360
C 3.338 0.209 2.785 -0.0222
C -1.689 3.938 0.642 -0.2425
C -2.626 2.576 2.391 -0.0274
C 2.737 -1.289 0.912 -0.4783
C 1.692 2.235 1.899 0.0006
H 3.890 1.540 4.363 0.1048
H -1.453 1.856 -1.126 0.1124
H -0.861 -1.651 -1.234 0.1306
H 0.337 4.710 -0.931 0.0947
H -2.115 -4.567 -2.140 0.1087
H -3.910 1.352 0.433 0.1221
H -3.257 1.753 2.693 0.1151
H 0.703 0.382 -5.062 0.0810
H -0.165 -2.035 -3.410 0.1217
H -2.233 -2.053 1.696 0.0678
H 0.037 0.894 -2.597 0.1146
H -0.338 5.472 1.308 0.1069
H -1.552 -2.335 3.321 0.0959
H 0.561 -1.038 0.354 0.1154
H 2.142 -4.387 1.826 0.1351
H 1.040 3.016 1.539 0.0967
H -3.744 2.720 -0.710 0.1293
H 2.108 -4.583 -1.532 0.1187
H 2.306 -1.832 -3.674 0.0806
H -0.559 4.912 3.673 0.1042
H 3.993 -0.583 3.117 0.1196
H -0.819 6.078 -0.836 0.0935
H -2.017 3.052 4.390 0.0991
H 2.236 -0.181 -3.060 0.0902
H -2.443 -3.657 0.098 0.1100
H -0.770 -0.560 -5.311 0.0735
H -0.779 5.035 -2.277 0.0976
H -1.465 0.109 -3.104 0.1264
H 0.808 -1.301 -5.578 0.0743
H 1.589 -2.169 2.368 0.1418
H 1.825 -1.531 -2.012 0.0423
H 2.412 3.360 3.565 0.1050
H -2.342 -3.672 2.452 0.0989
H 0.167 -5.021 -2.985 0.1038
H 3.059 -3.792 0.414 0.1258
```

Computed properties:
Kohn-Sham gap   0.33734 hartree
SMILES   COc1ccccc1CNC(=O)c1ccccc1C(=O)N[C@H](CC(C)C)C(=O)NCc1ccccc1OC
HOMO energy   -8.54 eV
Energy relative to the best compared isomer or geometry (same formula, charge and spin)   0.0 kcal/mol
Molar mass   517.63 g mol⁻¹
E_tot   -46387.90798 eV

---

Record 2
The following is a DFT calculation (the ωB97M-V functional and the def2-TZVPD basis) of a molecular structure, C30H35N4O2OsS.

The geometry in XYZ format:
```
73
Properties=species:S:1:pos:R:3:mulliken_spin:R:1
Os -1.017 -0.086 -0.362 2.7117
S -0.765 -2.259 -2.053 0.0498
O -1.201 -2.179 -0.606 0.0242
O 0.377 -3.044 -2.347 0.0099
N -1.374 1.908 -0.302 -0.0277
N -1.193 0.240 1.638 -0.0572
N 1.071 0.234 -1.335 0.1406
N -0.702 -0.691 -2.416 0.0155
C -1.448 2.694 -1.399 0.0513
C 3.174 0.763 -2.270 0.0046
C -1.174 -0.461 3.911 -0.0163
C -1.078 -0.731 2.571 0.0500
C -4.262 -4.135 -4.287 0.2041
C -1.416 1.517 2.042 -0.0107
C -2.222 6.613 1.488 0.0023
C -0.899 6.880 -0.618 0.0049
C 2.737 0.305 -3.506 0.0031
C -2.082 6.145 0.039 0.0029
C -2.157 -2.962 -2.929 0.2531
C -2.658 0.302 6.422 0.0060
C 1.446 -0.192 -3.654 0.0064
C -5.369 -4.766 -4.993 0.0466
C -1.874 -4.036 -3.786 -0.0397
C -3.381 6.466 -0.724 0.0053
C -4.502 -3.036 -3.388 0.1793
C -1.512 1.146 5.838 0.0031
C 0.658 -0.210 -2.530 0.0022
C -1.748 3.825 1.062 0.0110
C -1.786 2.625 6.112 0.0027
C -3.470 -2.457 -2.723 -0.0231
C -1.832 4.656 -0.061 0.0214
C -1.404 0.848 4.357 0.0212
C -1.673 4.041 -1.312 -0.0156
C -2.915 -4.621 -4.455 0.2122
C -0.181 0.746 6.502 0.0055
C -1.527 1.837 3.373 0.0093
C 2.308 0.723 -1.193 -0.0042
C -1.523 2.475 0.924 0.0430
H -3.614 0.551 5.957 -0.0005
H -1.313 6.434 2.067 -0.0002
H -1.727 4.619 -2.224 -0.0005
H -6.162 -4.060 -5.247 0.0172
H -2.732 2.954 5.677 -0.0005
H 0.656 1.317 6.097 -0.0004
H -1.860 4.245 2.050 0.0002
H -0.244 0.953 7.570 0.0006
H -1.322 2.195 -2.351 -0.0092
H -0.855 -4.383 -3.891 -0.0005
H -2.752 -5.457 -5.124 0.0015
H -3.634 -1.633 -2.041 0.0103
H -5.521 -2.691 -3.264 0.0020
H -3.314 6.205 -1.781 -0.0003
H 0.041 6.658 -0.109 -0.0003
H -4.237 5.947 -0.289 -0.0006
H -5.064 -5.371 -5.844 0.0031
H -5.845 -5.458 -4.266 0.0718
H -3.569 7.537 -0.662 0.0007
H -1.073 -1.277 4.612 -0.0003
H -0.906 -1.733 2.200 -0.0055
H 1.074 -0.552 -4.602 0.0017
H -0.979 3.267 5.751 -0.0005
H -3.069 6.142 1.992 -0.0007
H -2.401 7.687 1.498 -0.0001
H 3.402 0.334 -4.360 -0.0005
H -1.712 2.860 3.662 -0.0004
H -2.738 0.510 7.488 0.0006
H -2.484 -0.768 6.310 -0.0003
H -1.857 2.778 7.188 -0.0001
H 2.590 1.075 -0.210 0.0010
H 0.034 -0.317 6.385 -0.0005
H 4.175 1.149 -2.142 0.0021
H -0.792 6.629 -1.673 -0.0003
H -1.071 7.953 -0.552 0.0006
```

Computed properties:
Kohn-Sham gap (spin up / spin down)   0.30484 / 0.17649 hartree
Spin multiplicity   5
HOMO energy (spin up / spin down)   -17.32 / -17.43 eV
Net charge   +3
Molar mass   705.93 g mol⁻¹
E_tot   -55008.56614 eV

---

Record 3
The following is a DFT calculation (the ωB97M-V functional and the def2-TZVPD basis) of a molecular structure, C30H35N5O2PtTe.

The geometry in XYZ format:
```
74
Properties=species:S:1:pos:R:3:lowdin_charge:R:1
Pt 0.593 0.639 -0.560 1.1598
Te -1.191 -0.211 2.944 1.2046
O 0.322 4.700 0.289 0.0559
O 3.426 -0.404 -3.331 0.0703
N -0.190 2.435 0.248 -0.0579
N 1.822 -0.569 -1.672 -0.0692
N 1.726 1.992 -1.402 -0.0326
N 0.122 -2.046 0.895 -0.0116
N -0.275 -1.231 -0.101 -0.1208
C 2.635 0.083 -2.537 -0.4838
C 2.399 4.231 -1.667 0.0281
C 1.621 3.267 -1.055 -0.1568
C 2.555 1.582 -2.363 -0.1523
C -2.586 3.633 2.810 -0.0741
C -0.108 3.298 3.003 -0.0589
C -2.465 0.732 4.371 -0.4467
C -1.396 3.205 2.238 -0.2692
C 2.679 -4.654 -1.133 -0.0833
C 2.856 -2.363 -0.400 -0.2289
C 3.345 2.492 -3.034 0.0236
C 1.951 -4.243 -2.234 -0.0458
C -1.201 -1.899 -0.783 -0.3388
C 3.269 3.833 -2.674 -0.0181
C 2.096 -1.962 -1.508 -0.2159
C 0.938 -2.490 -3.699 -0.0322
C 3.136 -3.711 -0.224 -0.0642
C 0.520 3.545 -0.068 -0.4852
C -1.413 2.735 0.919 -0.2601
C 3.411 -1.348 0.565 -0.0434
C -3.788 3.075 0.817 -0.0518
C -0.471 -3.252 0.822 -0.3128
C -2.620 2.240 -1.238 -0.0443
C -3.781 3.572 2.108 -0.0885
C -2.608 2.663 0.203 -0.2084
C -2.842 -1.302 2.139 -0.4136
C -1.911 -1.304 -1.947 -0.0223
C -0.160 -4.331 1.796 0.0022
C 1.658 -2.897 -2.443 -0.2033
C -1.347 -3.185 -0.236 0.0222
H -2.656 -2.371 2.158 -0.0122
H -2.392 -2.085 -2.533 0.0875
H -0.783 -5.200 1.598 0.0876
H -4.714 3.040 0.254 0.1059
H 4.269 -0.833 0.125 0.0935
H -2.572 4.025 3.821 0.1123
H -2.677 -0.603 -1.616 0.0684
H 3.748 -1.829 1.484 0.0798
H -4.699 3.923 2.563 0.1005
H 3.739 -4.019 0.624 0.1086
H -0.298 3.482 4.061 0.0767
H -3.629 1.975 -1.555 0.0788
H 1.614 -4.972 -2.963 0.1134
H -1.912 1.524 4.871 -0.0063
H -2.005 -3.965 -0.579 0.1223
H -1.956 1.396 -1.415 0.0180
H 0.886 -4.633 1.715 0.0788
H 2.913 -5.702 -0.995 0.1011
H -3.307 1.167 3.841 -0.0037
H 0.944 -1.807 1.425 0.1160
H 0.476 2.380 2.902 0.0463
H -0.345 -3.992 2.817 0.0834
H -3.696 -1.072 2.771 0.0037
H -3.047 -0.981 1.121 -0.0049
H 2.284 5.256 -1.347 0.1253
H 1.557 -2.717 -4.568 0.0916
H 4.004 2.118 -3.805 0.1252
H -0.002 -3.035 -3.805 0.0804
H -2.267 3.052 -1.880 0.0920
H 0.502 4.115 2.616 0.0776
H 2.688 -0.566 0.810 0.0420
H -1.212 -0.761 -2.583 0.0645
H 3.886 4.565 -3.179 0.1141
H 0.731 -1.423 -3.718 0.0627
H -2.800 0.001 5.103 -0.0032
```

Computed properties:
Kohn-Sham gap   0.26649 hartree
HOMO energy   -7.39 eV
Energy relative to the best compared isomer or geometry (same formula, charge and spin)   16.4 kcal/mol
Molar mass   820.32 g mol⁻¹
E_tot   -53765.41863 eV